(1)
Molecular formula: C14H23F2N2O9S2
Method: DFT, wB97M-V/def2-TZVPD

Structure (XYZ):
```
52
Properties=species:S:1:pos:R:3:nbo_charge:R:1
C 1.700 -2.848 1.859 -0.61
C 0.303 -2.671 1.216 0.12
C -0.570 -3.775 1.800 -0.63
C -0.196 -1.248 1.604 -0.46
C -1.133 -0.597 0.593 0.19
C -1.564 0.851 0.965 -0.71
S -0.380 1.891 1.784 2.03
O -0.968 3.208 1.823 -0.96
O 0.049 1.344 3.037 -0.93
N -2.347 -1.463 0.380 -0.58
C -3.281 -0.938 -0.543 0.99
O -4.244 -0.307 -0.288 -0.52
F -2.941 -1.223 -1.791 -0.30
C -3.087 -1.855 1.532 0.99
O -3.805 -2.780 1.565 -0.50
F -2.903 -1.075 2.592 -0.32
C -0.344 -0.470 -0.726 -0.45
C 0.701 -1.577 -1.007 0.11
C 0.639 -1.920 -2.508 -0.60
C 2.119 -1.054 -0.728 -0.62
N 0.400 -2.816 -0.255 0.00
O -0.500 -3.554 -0.795 -0.37
H 2.348 -1.992 1.706 0.21
H 1.577 -3.041 2.921 0.22
H 2.177 -3.717 1.408 0.22
H -0.640 -3.637 2.877 0.21
H -0.067 -4.729 1.644 0.23
H -1.546 -3.842 1.338 0.24
H -0.626 -1.324 2.597 0.25
H 0.678 -0.615 1.708 0.23
H -1.795 1.375 0.037 0.25
H -2.445 0.920 1.596 0.29
H 0.671 2.034 0.939 0.00
H -1.004 -0.331 -1.575 0.24
H 0.207 0.462 -0.626 0.23
H 1.208 -2.821 -2.720 0.23
H -0.388 -2.053 -2.835 0.23
H 1.042 -1.076 -3.064 0.21
H 2.796 -1.903 -0.630 0.22
H 2.197 -0.478 0.191 0.20
H 2.464 -0.469 -1.573 0.23
C 1.636 5.487 -0.877 -0.10
C 0.356 5.463 -1.688 -0.10
O 0.655 4.575 -2.782 -0.68
S 1.645 3.430 -2.290 2.56
O 0.890 2.280 -1.934 -0.93
O 2.740 3.358 -3.181 -0.88
O 2.104 4.128 -0.927 -0.69
H 2.391 6.132 -1.329 0.20
H 1.473 5.775 0.157 0.22
H 0.084 6.438 -2.080 0.22
H -0.476 5.048 -1.116 0.21
```

- 2S+1: 2
- Expectation value of S²: 0.75
- LUMO level (spin up / spin down): 0.289 / 0.287 eV
- Orbital gap (spin up / spin down): 8.8 / 10.0 eV
- E_HOMO (spin up / spin down): -8.520 / -9.731 eV

=====

(2)
Molecular formula: C47H70F6O42
Method: DFT, wB97M-V/def2-TZVPD

Structure (XYZ):
```
165
Properties=species:S:1:pos:R:3:lowdin_charge:R:1
C -1.719 -3.573 -3.765 -0.12
C -2.219 -4.786 -2.967 -0.09
O -3.524 -5.038 -3.504 0.07
C -3.904 -4.019 -4.300 -0.56
O -4.950 -3.889 -4.829 0.18
O -2.868 -3.142 -4.479 0.04
H -0.945 -3.874 -4.470 0.13
H -1.346 -2.847 -3.041 0.12
H -2.324 -4.609 -1.902 0.10
H -1.602 -5.665 -3.147 0.13
C 2.494 -5.640 -1.988 -0.11
C 3.539 -5.015 -1.063 -0.07
O 3.058 -3.662 -1.009 0.06
C 2.133 -3.424 -1.938 -0.54
O 1.675 -2.356 -2.207 0.14
O 1.831 -4.557 -2.617 0.07
H 1.769 -6.232 -1.419 0.13
H 2.923 -6.405 -2.638 0.13
H 4.594 -5.044 -1.319 0.13
H 3.445 -5.416 -0.054 0.13
C 1.732 -1.764 -5.341 -0.11
C 1.980 -0.407 -4.637 -0.11
O 3.355 -0.152 -4.903 0.07
C 3.955 -1.265 -5.357 -0.58
O 5.122 -1.399 -5.531 0.16
O 3.044 -2.225 -5.654 0.06
H 1.095 -1.625 -6.215 0.12
H 1.279 -2.499 -4.678 0.10
H 1.766 -0.511 -3.576 0.10
H 1.309 0.336 -5.050 0.10
C 1.592 -2.257 3.496 -0.03
C 2.022 -2.779 2.154 -0.19
O 2.477 -4.132 2.292 0.05
C 1.637 -5.138 2.106 -0.62
O 0.549 -5.095 1.585 0.12
O 2.239 -6.228 2.583 0.01
C 1.406 -7.367 2.719 -0.05
H 2.354 -2.146 4.265 0.09
H 0.813 -2.931 3.884 0.06
H 1.047 -1.313 3.462 0.08
H 2.791 -2.178 1.673 0.11
H 1.178 -2.722 1.470 0.10
H 0.510 -7.153 3.299 0.10
H 1.959 -8.132 3.261 0.10
H 1.153 -7.776 1.740 0.09
C -3.918 5.209 -5.713 -0.06
C -4.019 5.455 -4.233 -0.22
O -4.507 4.274 -3.596 0.04
C -4.353 4.175 -2.275 -0.62
O -3.874 4.999 -1.541 0.11
O -4.891 3.010 -1.947 0.02
C -5.275 2.819 -0.561 0.01
H -3.749 6.165 -6.211 0.08
H -4.791 4.728 -6.150 0.08
H -3.069 4.560 -5.930 0.07
H -4.608 6.333 -3.959 0.13
H -3.021 5.673 -3.838 0.11
H -5.241 3.776 -0.053 0.09
H -4.629 2.074 -0.114 0.06
H -6.274 2.396 -0.636 0.10
C 0.225 3.981 -3.757 -0.03
C -1.040 3.549 -3.031 -0.19
O -1.892 2.794 -3.878 0.05
C -1.531 1.554 -4.166 -0.58
O -0.566 0.988 -3.709 0.11
O -2.398 1.024 -5.007 0.04
C -1.965 -0.150 -5.672 -0.02
H 0.051 3.895 -4.831 0.09
H 1.134 3.435 -3.507 0.07
H 0.422 5.038 -3.562 0.07
H -1.654 4.405 -2.760 0.10
H -0.792 3.092 -2.070 0.11
H -1.070 0.078 -6.259 0.10
H -2.718 -0.382 -6.422 0.11
H -1.814 -1.020 -5.044 0.08
C 0.312 0.092 8.881 -0.07
C 0.345 -0.705 7.608 -0.22
O 0.625 0.082 6.439 0.03
C -0.408 0.725 5.883 -0.61
O -1.511 0.812 6.350 0.14
O 0.025 1.274 4.755 0.00
C -0.939 2.058 4.030 0.00
H 0.233 -0.610 9.717 0.08
H -0.510 0.805 8.905 0.08
H 1.229 0.647 9.094 0.08
H -0.593 -1.241 7.469 0.11
H 1.160 -1.430 7.605 0.13
H -0.493 2.144 3.046 0.07
H -1.110 3.010 4.520 0.11
H -1.871 1.508 3.903 0.08
C -1.718 -4.018 5.232 -0.05
C -2.468 -2.711 5.303 -0.18
O -2.463 -2.174 3.960 0.02
C -3.151 -1.053 3.765 -0.61
O -3.676 -0.381 4.606 0.15
O -3.027 -0.732 2.470 -0.01
C -3.902 0.309 2.013 -0.02
H -2.303 -4.760 4.690 0.07
H -1.666 -4.407 6.258 0.09
H -0.702 -3.907 4.869 0.06
H -1.928 -2.004 5.933 0.10
H -3.504 -2.786 5.625 0.13
H -3.492 1.253 2.372 0.09
H -4.891 0.197 2.453 0.11
H -3.931 0.270 0.931 0.07
C 0.669 0.868 -0.622 -0.04
C -0.357 -0.214 -0.838 -0.27
O -1.565 0.541 -0.770 0.13
C -1.339 1.629 0.007 -0.56
O -2.148 2.449 0.312 0.16
O -0.037 1.696 0.319 0.06
F -0.323 -1.117 0.192 0.07
H 0.906 1.463 -1.500 0.12
H 1.605 0.536 -0.185 0.13
H -0.341 -0.748 -1.780 0.14
C 2.782 5.571 -1.558 -0.03
C 4.309 5.465 -1.626 -0.30
O 4.517 4.078 -1.595 0.15
C 3.381 3.440 -1.221 -0.56
O 3.310 2.267 -1.059 0.18
O 2.393 4.315 -0.984 0.05
F 4.921 6.076 -0.585 0.08
H 2.422 5.529 -2.591 0.12
H 2.356 6.435 -1.062 0.14
H 4.709 5.840 -2.564 0.17
C -2.057 5.704 1.019 -0.03
C -0.921 5.707 0.027 -0.30
O 0.213 5.809 0.883 0.13
C -0.115 5.208 2.048 -0.54
O 0.656 4.873 2.880 0.18
O -1.446 4.981 2.105 0.08
F -0.910 6.783 -0.810 0.07
H -2.939 5.184 0.668 0.12
H -2.269 6.738 1.300 0.15
H -0.843 4.815 -0.593 0.15
C -2.258 -3.464 0.573 -0.06
C -3.497 -4.204 1.040 -0.32
O -4.509 -3.259 0.834 0.14
C -4.111 -2.430 -0.187 -0.55
O -4.837 -1.669 -0.729 0.19
O -2.799 -2.590 -0.428 0.05
F -3.459 -4.607 2.331 0.08
H -1.423 -4.071 0.234 0.12
H -1.842 -2.806 1.342 0.12
H -3.617 -5.114 0.438 0.17
C 5.548 -1.576 -1.596 -0.04
C 5.095 -0.943 -0.280 -0.27
O 5.600 -1.839 0.670 0.14
C 5.915 -3.014 0.087 -0.56
O 6.168 -3.998 0.693 0.18
O 5.910 -2.923 -1.273 0.07
F 3.717 -0.985 -0.223 0.04
H 6.363 -1.056 -2.096 0.14
H 4.683 -1.536 -2.259 0.13
H 5.396 0.068 -0.028 0.16
C 3.353 3.694 2.252 -0.07
C 2.623 2.727 3.165 -0.29
O 3.631 1.831 3.531 0.15
C 4.602 1.852 2.571 -0.53
O 5.462 1.050 2.462 0.19
O 4.490 2.973 1.821 0.09
F 1.658 2.094 2.402 0.04
H 3.552 4.640 2.762 0.15
H 2.696 3.956 1.425 0.11
H 2.081 3.138 4.007 0.16
```

- 2S+1: 1
- LUMO level: 0.142 eV
- Orbital gap: 10.6 eV
- E_HOMO: -10.502 eV

=====

Number 1: energy -63400.7914 eV. Number 2: energy -152177.7185 eV.